#i
Computed, not measured: the molecule C6H9F, with wB97M-V/def2-TZVPD.

Element x y z (Å)
C -2.10867 0.09917 -0.67383
C -1.54740 -0.82297 0.36197
C -0.25402 -1.04096 0.63853
C 0.89412 -0.36626 0.00785
C 1.13539 0.94074 -0.13878
C 0.27292 2.05525 0.35418
H -2.57203 0.99670 -0.20570
H -2.86482 -0.40092 -1.24943
H -1.31882 0.47509 -1.34313
H -2.28147 -1.43396 0.92981
H 0.00030 -1.81957 1.38654
H 2.09953 1.20495 -0.65430
H 0.87421 2.81285 0.89339
H -0.23975 2.57756 -0.46578
H -0.48738 1.66222 1.04361
F 1.82624 -1.25164 -0.40383

## Properties
E_HOMO = -8.90 eV
LUMO level = 1.1 eV
Multiplicity = 1
Frontier orbital gap = 0.3667 Eh
Structure (SMILES) = C/C=C\C(F)=C/C



#ii
Computed, not measured: a cluster of 2 separate species, C6H9F in total, with wB97M-V/def2-TZVPD.

Element x y z (Å)
C 0.32086 -1.21216 -1.75538
C 1.91667 0.80980 -0.05460
C -0.57161 -0.66607 -0.97097
C 0.97858 0.26815 0.70357
C -1.51919 -0.07020 1.33378
C -0.37230 -0.16810 0.39151
F -1.01175 2.19560 -0.16555
H -0.03020 -1.68560 -2.67318
H 1.38832 -1.13980 -1.35967
H 2.84162 0.85035 0.47077
H 1.84291 1.35719 -1.04470
H -1.62691 -0.64714 -1.19151
H 1.23333 -0.06000 1.72467
H -1.68136 1.00207 1.53200
H -1.29943 -0.49966 2.37025
H -2.40955 -0.33443 0.68902

## Properties
E_HOMO (spin up / spin down) = -8.83 / -8.83 eV
LUMO level (spin up / spin down) = -1.8 / -1.8 eV
Multiplicity = 1
Frontier orbital gap (spin up / spin down) = 0.2572 / 0.2572 Eh



#iii
Computed, not measured: the molecule C6H9F, with wB97M-V/def2-TZVPD.

Element x y z (Å)
C 0.45788 0.89880 -0.33351
C -1.19570 1.37607 1.56966
C 0.32720 -0.50227 -0.18462
C -0.95508 -0.04602 1.92574
C -0.84682 -0.92618 0.72049
C 0.91843 1.42673 -1.61964
F -0.60699 2.14619 2.47961
H 0.37877 -1.10287 -1.10996
H 1.33758 -0.59196 0.25646
H -0.14474 -0.01835 2.65703
H -1.97113 -0.22070 2.42484
H -1.61238 -0.68059 0.00132
H -0.78315 -1.92179 1.19095
H -0.05856 1.86357 -1.97243
H 1.31136 0.79473 -2.44121
H 1.58468 2.38717 -1.54193

## Properties
E_HOMO = -7.68 eV
LUMO level = 0.2 eV
Multiplicity = 1
Frontier orbital gap = 0.2894 Eh



#iv
Computed, not measured: the molecule C6H9F, with wB97M-V/def2-TZVPD.

Element x y z (Å)
C 2.16756 -1.42962 -0.32073
C 2.52725 -0.21773 0.41049
C 1.08840 -0.68975 -0.17673
C -1.31418 -0.70064 0.39650
C -0.11584 1.43514 -0.21389
C -0.21054 -0.07314 -0.46471
F 3.77917 0.78022 0.05805
H 2.56225 -2.35885 -0.66845
H 2.67092 -0.21976 1.48009
H -1.14176 -0.47358 1.44668
H -1.34291 -1.77921 0.26374
H -2.27801 -0.28771 0.10727
H 0.10066 1.63256 0.83354
H -1.05410 1.92035 -0.47320
H 0.68202 1.86967 -0.81058
H -0.45102 -0.24740 -1.52154

## Properties
E_HOMO = -9.95 eV
LUMO level = 0.8 eV
Multiplicity = 1
Frontier orbital gap = 0.3950 Eh
Structure (SMILES) = CC(C)C1=C[C@H]1F



Which structure loses on stability? #iii does.